{
  "formula": "C90H111N9O57",
  "method": "wB97M-V/def2-TZVPD",
  "energy_ev": -225219.393,
  "charge": 0,
  "species": ["C", "N", "O", "O", "H", "H", "H", "C", "N", "O", "O", "H", "H", "H", "C", "N", "O", "O", "H", "H", "H", "C", "N", "O", "O", "H", "H", "H", "C", "C", "C", "O", "C", "N", "H", "H", "H", "H", "H", "H", "H", "H", "H", "H", "H", "C", "C", "C", "O", "C", "N", "H", "H", "H", "H", "H", "H", "H", "H", "H", "H", "H", "C", "C", "C", "O", "C", "N", "H", "H", "H", "H", "H", "H", "H", "H", "H", "H", "H", "C", "C", "C", "O", "C", "N", "H", "H", "H", "H", "H", "H", "H", "H", "H", "H", "H", "C", "C", "C", "O", "C", "N", "H", "H", "H", "H", "H", "H", "H", "H", "H", "H", "H", "C", "C", "C", "O", "C", "C", "C", "O", "O", "O", "H", "H", "H", "H", "C", "C", "C", "O", "C", "C", "C", "O", "O", "O", "H", "H", "H", "H", "C", "C", "C", "O", "C", "C", "C", "O", "O", "O", "H", "H", "H", "H", "C", "C", "C", "O", "C", "C", "C", "O", "O", "O", "H", "H", "H", "H", "C", "C", "C", "O", "C", "C", "C", "O", "O", "O", "H", "H", "H", "H", "C", "C", "C", "O", "C", "C", "C", "O", "O", "O", "H", "H", "H", "H", "C", "C", "C", "O", "C", "C", "C", "O", "O", "O", "H", "H", "H", "H", "C", "C", "C", "O", "C", "C", "C", "O", "O", "O", "H", "H", "H", "H", "C", "C", "C", "O", "C", "C", "C", "O", "O", "O", "H", "H", "H", "H", "C", "C", "C", "O", "C", "C", "C", "O", "O", "O", "H", "H", "H", "H", "C", "C", "C", "O", "C", "C", "C", "O", "O", "O", "H", "H", "H", "H"],
  "xyz": [[14.960052, -3.522377, 34.400549], [16.236144, -2.968787, 34.979790], [16.182164, -2.148600, 35.904258], [17.264646, -3.499048, 34.534821], [14.193476, -2.747977, 34.372821], [14.652067, -4.100363, 35.271858], [15.235552, -4.085357, 33.508776], [13.290367, 2.037230, 34.410584], [12.379884, 1.061909, 33.673056], [12.646030, -0.139668, 33.702874], [11.449270, 1.562509, 33.036457], [12.746842, 2.399000, 35.283405], [13.478738, 2.819671, 33.675467], [14.220834, 1.515188, 34.633732], [9.129609, 0.409230, 31.313215], [7.815668, 0.375585, 30.638529], [7.031284, -0.434056, 31.038404], [7.590419, 1.137010, 29.672610], [8.978931, -0.009001, 32.308449], [9.533627, 1.421541, 31.304195], [9.754955, -0.252423, 30.713833], [10.492946, -1.351409, 37.784717], [11.425107, -1.712696, 36.678010], [12.284070, -0.929744, 36.327954], [11.161720, -2.721626, 36.042089], [11.198024, -1.002743, 38.539300], [9.895165, -2.222550, 38.052823], [9.842553, -0.560770, 37.410571], [10.383083, -10.757741, 28.132033], [11.283463, -10.332427, 29.317612], [10.711620, -10.418246, 30.746022], [11.682625, -9.804796, 31.626407], [11.470788, -8.360421, 31.764060], [12.566832, -10.992236, 29.163263], [9.523151, -10.094858, 28.227931], [9.975087, -11.707778, 28.477122], [10.839306, -10.738509, 27.142288], [11.548835, -9.278298, 29.237000], [10.702160, -11.479434, 30.994812], [9.711885, -10.006895, 30.885381], [10.564698, -8.237330, 32.357312], [11.304839, -7.899537, 30.790330], [12.306422, -7.871911, 32.265233], [12.191045, -11.929601, 29.148677], [13.079847, -10.821129, 30.016286], [3.552310, 4.450879, 34.600060], [5.032138, 4.128005, 34.626989], [5.262927, 2.781039, 35.160479], [6.612936, 2.330971, 35.176075], [6.791148, 1.074993, 35.708050], [5.449080, 4.196441, 33.229641], [2.907081, 3.832393, 33.976165], [3.342690, 5.513430, 34.476910], [3.206717, 4.356859, 35.629540], [5.565427, 4.773109, 35.325227], [4.631209, 2.167517, 34.518126], [4.893940, 2.800181, 36.185946], [6.356095, 0.786541, 36.664931], [7.835183, 0.849432, 35.925349], [6.407482, 0.420639, 34.925286], [6.331352, 3.710792, 33.306018], [5.709531, 5.155433, 33.049067], [3.695102, -5.237778, 28.846746], [3.643029, -3.700325, 28.592812], [2.281547, -3.185412, 28.954535], [1.242985, -3.811862, 28.142049], [-0.043632, -3.428252, 28.520376], [4.749306, -3.183238, 29.395099], [3.138122, -5.559268, 29.726816], [4.697431, -5.657789, 28.930575], [3.183642, -5.697427, 28.001037], [3.982880, -3.556445, 27.567186], [2.313831, -2.114233, 28.755456], [2.143969, -3.286007, 30.031136], [-0.068023, -2.338603, 28.533324], [-0.292169, -3.853191, 29.492878], [-0.764708, -3.695782, 27.747996], [4.411095, -2.908746, 30.306343], [5.378286, -3.950411, 29.584644], [18.041484, -1.369766, 31.783808], [16.935666, -0.498260, 31.292552], [15.581396, -0.809778, 31.907377], [14.912381, -2.037235, 31.553972], [14.356847, -1.968806, 30.210474], [17.403498, 0.866814, 31.685139], [17.909381, -2.428167, 31.559263], [18.243178, -1.322367, 32.853932], [18.942772, -1.014574, 31.284178], [16.818360, -0.647486, 30.219207], [14.871768, -0.006476, 31.709305], [15.649970, -0.696765, 32.989331], [13.803658, -1.053045, 30.002030], [13.827756, -2.870178, 29.901141], [15.154979, -1.872987, 29.474337], [17.673851, 0.835131, 32.657766], [18.289628, 0.906668, 31.202132], [9.373321, -5.302456, 24.190119], [8.556633, -4.419106, 23.239231], [7.140584, -4.034043, 23.849445], [7.482332, -3.288867, 25.039982], [6.271933, -3.186762, 25.888387], [9.409037, -3.326140, 23.088327], [8.916024, -6.284443, 24.311256], [9.277642, -4.782575, 25.143364], [10.446057, -5.402222, 24.024595], [8.304070, -5.096120, 22.423168], [6.555934, -4.910331, 24.129460], [6.639944, -3.311751, 23.204652], [6.472157, -2.765329, 26.873481], [5.952098, -4.193555, 26.157003], [5.482310, -2.588970, 25.433157], [9.044755, -2.847701, 22.276846], [9.086500, -2.772251, 23.868905], [6.864920, -8.157582, 29.705785], [6.466945, -9.377261, 30.180704], [5.829041, -10.438260, 29.343601], [5.299093, -11.485791, 29.664554], [5.912573, -10.137352, 27.921438], [6.331487, -8.916254, 27.513655], [6.836430, -7.765094, 28.345270], [7.485281, -6.765171, 28.025467], [6.446815, -8.635118, 26.163356], [6.846950, -9.840707, 31.443233], [7.302994, -7.547752, 30.482054], [5.750511, -10.978539, 27.263758], [6.419937, -7.678772, 26.084092], [6.410439, -10.669641, 31.652828], [10.905535, -4.997314, 37.872336], [12.240401, -5.350429, 37.808930], [12.797247, -5.938013, 36.596026], [14.006843, -6.300216, 36.573030], [11.826133, -6.047063, 35.485112], [10.518965, -5.781906, 35.587923], [9.863796, -5.277459, 36.825026], [8.661044, -5.010698, 36.941448], [9.754407, -6.005145, 34.489904], [13.114380, -5.150799, 38.891045], [10.566685, -4.670577, 38.844357], [12.135628, -6.416826, 34.518723], [8.854436, -5.710619, 34.647756], [13.911872, -5.665175, 38.746112], [9.488752, -0.959021, 27.535382], [10.294673, 0.002575, 26.942450], [11.705259, -0.315410, 26.606343], [12.503551, 0.538458, 26.271329], [12.061219, -1.790083, 26.837991], [11.217242, -2.698705, 27.246275], [9.783669, -2.384502, 27.650832], [9.058935, -3.328703, 28.015282], [11.643680, -4.002467, 27.185706], [9.835053, 1.223114, 26.694771], [8.489752, -0.588279, 27.711287], [13.006599, -2.176000, 26.486244], [10.923159, -4.438970, 27.646049], [10.460078, 1.679995, 26.127143], [9.933073, 4.490009, 36.918859], [9.664570, 3.945997, 35.651521], [8.817482, 4.725275, 34.614729], [8.611986, 4.255852, 33.524651], [8.288156, 5.981533, 35.147313], [8.602263, 6.440595, 36.382722], [9.501111, 5.799596, 37.274745], [9.867506, 6.278240, 38.354189], [8.124768, 7.648746, 36.841231], [9.991894, 2.695531, 35.274022], [10.500786, 4.024659, 37.711046], [7.551994, 6.511236, 34.560906], [8.297068, 7.749874, 37.780217], [9.690478, 2.558311, 34.372958], [8.442981, -3.557114, 31.865319], [9.528429, -3.156167, 32.610277], [10.908392, -3.759974, 32.426720], [11.827718, -3.601117, 33.146311], [10.950649, -4.671131, 31.202815], [9.817140, -5.091951, 30.612512], [8.416436, -4.662026, 30.886886], [7.367505, -5.028974, 30.326629], [9.889621, -6.065092, 29.636933], [9.381687, -2.181186, 33.540293], [7.487214, -3.141450, 32.148404], [11.852255, -5.209852, 30.951265], [9.091810, -6.123136, 29.106159], [10.203755, -1.991673, 33.998408], [5.607666, -6.348648, 33.229409], [4.843773, -7.471708, 32.970548], [4.585148, -8.462259, 34.101917], [3.966177, -9.494097, 33.947655], [5.166248, -8.037158, 35.361321], [5.936585, -6.982978, 35.591119], [6.300466, -6.079822, 34.461581], [7.119524, -5.171945, 34.452853], [6.521838, -6.713396, 36.787822], [4.175085, -7.704819, 31.779077], [5.737566, -5.711814, 32.366878], [5.065221, -8.758583, 36.158652], [7.159691, -5.996163, 36.769607], [3.738461, -8.559356, 31.752378], [14.527817, -7.803893, 22.960212], [14.275978, -7.160002, 24.163850], [12.981800, -7.063993, 24.875972], [12.794675, -6.586067, 25.989567], [11.954652, -7.628138, 23.960033], [12.139376, -8.143704, 22.778013], [13.439312, -8.430180, 22.217812], [13.681758, -9.057473, 21.144439], [11.138842, -8.577026, 21.961534], [15.299298, -6.494559, 24.726635], [15.464279, -7.667123, 22.439893], [10.937209, -7.757073, 24.298550], [11.480221, -9.087430, 21.223601], [14.919855, -6.274961, 25.580691], [16.591356, -5.097825, 29.310380], [16.939355, -5.503663, 30.540674], [16.256473, -6.633170, 31.294989], [16.546442, -6.993886, 32.433620], [15.164397, -7.109100, 30.435810], [14.713079, -6.536628, 29.268056], [15.466116, -5.534249, 28.548914], [15.427669, -5.274925, 27.364614], [13.468139, -6.882916, 28.815954], [17.774251, -4.724740, 31.303019], [17.056068, -4.184391, 28.969677], [14.555445, -7.906622, 30.835226], [13.253665, -6.545028, 27.943347], [17.520993, -4.888353, 32.214431], [2.814148, 2.101554, 29.681269], [2.491772, 1.697398, 30.885659], [3.131404, 0.645194, 31.590875], [3.197249, 0.527668, 32.802596], [3.883363, -0.193663, 30.725412], [4.290699, 0.189510, 29.472422], [3.786168, 1.426600, 28.817720], [4.204555, 1.942281, 27.752960], [5.071798, -0.582442, 28.670626], [1.547930, 2.438892, 31.446180], [2.211298, 2.857797, 29.200587], [4.307148, -1.055908, 31.218703], [5.119430, -1.457751, 29.061987], [1.437013, 2.168481, 32.360601], [16.020868, -8.906537, 34.997865], [17.198210, -9.565665, 34.990637], [17.592466, -10.618584, 33.987647], [18.656250, -11.242793, 33.860077], [16.504731, -10.782307, 33.000473], [15.372430, -10.077858, 32.951764], [14.959887, -9.095971, 34.053427], [13.792082, -8.569764, 34.024028], [14.406648, -10.225494, 32.049164], [18.156172, -9.179646, 35.884800], [15.803319, -8.253009, 35.829722], [16.769144, -11.378601, 32.139708], [13.552849, -9.925889, 32.369870], [17.679123, -8.672651, 36.545850], [3.661355, -3.461767, 36.105095], [3.512266, -3.244838, 34.796011], [4.588265, -2.699070, 33.887903], [4.473249, -2.613451, 32.653833], [5.793780, -2.370893, 34.517231], [5.994535, -2.438186, 35.855667], [4.999730, -3.150474, 36.769928], [5.193788, -3.452816, 37.965774], [7.098818, -2.041182, 36.448039], [2.317156, -3.440270, 34.242599], [2.752141, -3.754592, 36.609055], [6.552807, -1.938683, 33.882052], [6.979967, -2.144237, 37.395066], [2.315950, -2.927501, 33.431013]],
  "atomic_forces_ev_per_a": [[0.2268, 0.5155, 1.5021], [0.7454, -0.1003, 0.0472], [0.2109, -1.1622, -1.5961], [-0.9656, 1.1155, 0.7700], [0.3254, 0.1446, -0.7220], [-0.1547, -0.7892, -0.4267], [-0.5088, 0.2652, 0.2421], [-0.1129, -0.5792, -0.8145], [0.1874, -0.5728, -0.3517], [-0.4836, 1.7008, -0.0848], [0.7060, -0.6211, 0.7090], [0.0997, -0.0843, -0.1496], [-0.1215, 0.1045, 0.2867], [-0.3168, -0.0165, 0.2191], [0.2009, 0.1402, -0.0742], [-0.2700, 1.8561, -2.0836], [-0.8272, -0.9377, 0.5472], [0.7891, -1.1131, 1.7535], [0.1522, 0.1580, -0.1685], [-0.1759, -0.2035, -0.0111], [0.1480, 0.0386, 0.1014], [0.7724, 0.0327, 0.1462], [-0.7364, 0.1206, -1.8194], [-0.0999, -0.0606, 1.0206], [0.0360, -0.2120, 0.2747], [-0.6380, 0.1085, 0.3747], [0.3472, 0.0790, 0.0241], [0.2392, 0.0720, 0.0317], [-0.6678, 0.6022, 2.4904], [0.4580, 2.2750, -1.0742], [1.1223, -0.5554, -0.4160], [-0.4140, 0.9937, 0.0163], [-0.6271, -0.9945, -0.3030], [-0.9946, -0.4523, 0.1079], [-0.2128, 0.1798, -0.6764], [0.0640, -0.6062, -0.8187], [0.0192, -0.1251, 0.3646], [-0.3772, 0.4268, -0.4108], [-0.1676, -0.1032, 0.4172], [-0.0400, 0.2458, -0.0513], [-0.0523, 0.2538, 0.1559], [0.1017, 0.0197, -0.0702], [0.0815, -0.4594, -0.0158], [1.2566, -1.0461, 0.1433], [0.4054, -0.3834, 0.1851], [-0.5409, 0.5001, 2.2486], [-0.5942, 1.1076, -1.0589], [-0.7046, -1.4842, 0.4578], [0.1638, 2.3083, 0.2784], [0.1431, -1.6436, -0.5631], [1.1657, -0.2690, 0.7486], [0.4849, 0.0235, -0.2331], [0.2796, 0.0190, -0.8071], [-0.4122, -0.4232, 0.3006], [0.1020, 0.8154, -0.1601], [0.0523, -0.9355, 0.1639], [-0.2233, -0.3898, 0.1639], [-0.9274, 0.7186, 0.1922], [0.3427, 0.3896, -0.6726], [0.1248, -0.8849, 0.3128], [0.5906, -0.0845, -1.0336], [-0.0488, 0.2247, -0.4237], [-1.1812, -0.1470, -1.0537], [1.5135, -3.0890, 0.4126], [-0.4141, 0.7085, -1.2529], [1.9494, -0.1152, 0.5627], [0.0417, 0.8010, -0.1142], [-0.2362, 1.2828, 0.7769], [0.0104, 0.2883, 0.2439], [0.1525, 0.2469, -0.1799], [0.0427, -0.4146, -0.0180], [-0.8237, 0.2962, -0.2928], [-0.4667, 0.3742, -0.0499], [-0.3622, -0.4300, 0.1887], [-0.2669, 0.2885, 0.4629], [-0.3257, 0.0694, 0.0822], [0.1651, -0.4983, 0.0943], [-0.0787, -0.0371, 0.4481], [0.4096, 0.1787, -0.0321], [0.6250, -1.6808, -0.3071], [-0.0289, -0.0687, 1.1433], [-1.1317, 0.6344, 0.2808], [0.1206, 0.3352, -0.8768], [1.4019, 0.3747, 0.0131], [-1.1260, 0.0349, -1.2442], [0.0416, -0.0168, -0.1559], [-0.3328, 0.2819, 0.1612], [0.2584, -0.3434, -0.0254], [0.3101, 0.6659, -0.1892], [0.0167, 0.3755, -0.6055], [0.1694, -0.8652, 0.3534], [-0.6491, -0.0253, 0.6018], [-0.2527, 0.0230, 0.7348], [0.4585, -0.2324, -0.0440], [-0.1327, -0.1218, 0.2998], [0.1922, 0.6400, -0.0934], [-1.2082, -0.3121, 1.4353], [-1.2688, -3.5731, 1.4951], [2.4716, 0.6740, 0.7628], [-2.2746, -0.0947, 1.1532], [1.3223, -0.2234, -0.0156], [-0.1813, 1.9762, -1.6778], [0.0621, -0.2363, 0.0993], [0.1972, -0.2471, 0.4187], [-0.3121, 0.1951, -0.7119], [0.4363, 0.7595, -1.0207], [-0.1808, -0.0360, -0.2938], [-0.4109, -0.4403, -0.4286], [0.6795, 0.4288, -0.2787], [-0.3323, -0.2295, -0.4573], [0.0097, -0.1760, -0.3036], [0.3734, 0.8174, -0.3615], [0.6276, 0.8459, 0.3355], [-0.7343, -1.8080, 3.5671], [0.9936, -0.7306, 1.6177], [-0.3747, -0.1054, -2.0293], [0.5595, 0.6429, 1.4755], [0.8731, 1.2926, -0.0523], [-0.1828, 0.4888, -3.4218], [1.5506, -0.3693, 1.4762], [-1.5046, -1.2844, -1.4564], [-0.5045, -0.8445, 1.1712], [-0.3783, 1.8806, -1.3565], [0.2203, 0.4535, -0.2936], [-0.3121, 0.3162, -0.3221], [0.3738, 0.4153, -0.2160], [-0.3651, -0.4275, -0.2743], [1.0802, -0.8929, 0.8716], [-0.9621, 1.0137, 2.2523], [2.2170, -1.1257, -1.2819], [-3.1170, 0.9506, -0.0125], [0.8029, -0.3200, 0.1306], [-0.7944, -0.5483, -1.2738], [0.7377, 1.2655, 0.8719], [2.0927, -0.6776, -0.0241], [0.8991, 0.0546, 0.5842], [-2.3652, 0.0127, -1.5258], [-0.2511, 0.2322, 0.0268], [0.4279, -0.0872, 0.0732], [-0.8128, 0.4005, 0.1459], [0.3821, -0.1789, -0.5212], [-0.3189, 1.5662, -0.9460], [-1.2963, -1.7205, 0.8270], [1.2728, -1.8491, 0.7292], [-0.7225, -0.3746, -0.1005], [0.9803, 2.7956, -1.2993], [-0.4173, -1.5968, -0.2312], [0.5733, -1.2563, 0.3413], [1.0308, 2.0414, -0.5086], [-1.0692, 1.3756, 0.7211], [-0.2512, -0.4510, 0.2337], [-0.3320, -0.3041, 0.3301], [0.3295, 0.4349, 0.0007], [-0.4010, -1.1275, 0.1836], [0.5318, 0.3242, -0.0726], [0.1758, -2.0596, -2.8451], [-0.0542, 0.2423, 1.8181], [0.5195, 0.1331, 1.8032], [0.1456, -0.1192, -0.1230], [-0.3469, 0.3828, 0.4084], [-1.9031, 3.0642, -1.1940], [1.8196, -1.3112, 2.2648], [-0.8547, 0.3235, -1.0257], [-0.2722, -1.2199, -1.4703], [0.3125, 1.0111, 1.1938], [0.1057, -0.4965, -0.2861], [0.1231, 0.1529, -0.1639], [0.5119, -0.2386, 0.4026], [-0.2287, 0.0512, -0.7455], [0.3521, 0.1929, 1.4327], [-0.9889, 0.1250, -0.3936], [-2.1474, -1.7348, -3.2288], [1.5050, 0.7709, 1.5701], [-0.8683, 0.1151, 1.1727], [-0.0808, -2.1755, -2.2668], [-0.9380, 2.1988, 0.4737], [2.5005, 0.0761, 1.1069], [1.1935, 0.6663, 0.9580], [-0.5688, -0.5182, -0.6590], [-0.1406, 0.1907, -0.1837], [0.2935, 0.2524, -0.0378], [-0.9102, 0.1863, -0.1031], [0.7017, -0.2682, 0.0919], [-1.9746, -2.1657, -2.4117], [-0.6790, 0.3778, -0.2230], [0.4089, 0.8238, -0.5999], [0.1496, 0.3990, -0.2528], [-0.1436, -1.4192, 1.2698], [1.8296, 1.4812, 0.9985], [-0.5616, 0.0923, -1.4239], [0.0731, -0.3090, 1.0991], [-1.4766, -1.4349, -0.6387], [1.6275, 1.3646, 1.3208], [0.3102, 0.4752, 0.1311], [-0.2170, 0.0011, 0.2211], [0.4415, 0.6978, -0.4699], [-0.0638, -0.4695, 0.6422], [-1.2204, 0.9407, 1.4650], [3.1265, -0.1855, -1.8535], [-1.5121, -1.0770, -1.2174], [0.5681, -0.6320, -1.3399], [-1.8457, 0.6041, 2.8649], [-1.0170, -2.0774, -3.2506], [3.8449, -0.3129, -2.4110], [-1.6896, 1.4085, 2.8098], [-0.6477, 0.6646, 1.6279], [-0.8686, -0.5694, -0.1127], [0.2111, -0.2495, 0.3413], [-0.1692, 0.5694, 0.3749], [0.6977, -0.0886, -0.2553], [0.5393, 0.9415, 1.1302], [1.1393, 1.5161, 1.3452], [0.3416, 1.4578, 1.6866], [-0.1576, 0.1658, -1.1637], [-0.4231, 0.6385, -1.6441], [-1.1964, -0.3408, -0.2561], [-2.6779, -1.6200, 1.3707], [2.7453, -0.8603, -0.5448], [-1.5169, 0.1366, -0.4599], [1.2731, -0.3470, 1.1268], [-0.3844, -0.7824, -1.2301], [0.2553, -0.0190, -0.2216], [-0.1319, -0.1529, 0.0267], [0.2505, 0.3691, -0.7244], [0.3557, -0.2268, 0.7080], [0.2057, -0.1902, -2.7996], [-1.4859, 2.3803, -0.3248], [1.9868, -1.1133, 0.2478], [-1.0833, 0.2503, 0.6564], [1.3249, -0.6501, -1.3129], [0.7125, -2.3453, -0.8463], [0.9832, 2.4131, -1.1594], [-1.1339, -2.0098, 2.6519], [-1.0771, 2.4284, 0.4834], [-1.0960, 0.3112, 1.3798], [0.2251, 0.3985, 0.1960], [0.1978, 0.0348, -0.2219], [0.3902, -1.5415, 0.3114], [-0.0607, -0.1004, 0.4394], [-0.5737, -0.0175, 0.8591], [1.3175, 1.0111, 0.9630], [0.3717, -0.6311, -1.7301], [-2.0865, 1.6773, 1.1626], [0.8002, -0.1041, -0.9240], [-1.8012, 0.6085, 1.2163], [-2.4003, 0.3688, -0.9707], [4.0945, -1.7394, 0.3063], [1.2305, -0.8914, -1.0865], [-0.6244, -1.1620, -0.6059], [0.0820, 0.4167, 0.0087], [-0.1229, -0.4232, 0.0684], [-0.6284, 0.4883, 0.3171], [0.2565, 0.4107, 0.3178], [1.7344, 0.4821, 0.1773], [-0.3444, 0.4847, -0.2716], [-0.4424, -0.9083, -1.4640], [-0.8024, -0.3623, 1.7667], [1.8526, 1.1632, 1.4035], [-0.7728, -1.0680, -0.1548], [-2.5266, -1.2359, 1.2559], [0.5627, 1.3397, -2.9351], [0.6885, 0.5467, -0.2453], [-0.2034, -0.0295, -0.1162], [0.3779, -0.2074, 0.6344], [0.2024, 0.0363, 0.0302], [-0.0248, -0.3475, 0.6176], [-0.1495, -0.0356, -0.7221]]
}